Record 1
Density functional theory data (ωB97M-V/def2-TZVPD) for C19H52BO13P3Tl as an isolated structure in a non-equilibrium geometry.

Properties
Net charge   +1
Multiplicity   1

Positions of all 89 atoms, in Å:
Tl (0.4532, -0.7976, -0.2898)
C (3.3819, -1.5683, -3.1921)
O (2.5345, -1.1970, -2.2217)
H (3.6778, -2.6160, -3.0006)
H (2.9870, -1.4182, -4.2006)
H (4.3340, -0.9945, -3.1075)
B (2.3266, -0.8343, 1.7996)
H (1.1537, -1.1576, 1.9986)
H (2.3693, 0.2887, 1.4103)
H (2.7664, -0.9248, 2.9187)
H (2.9096, -1.5423, 1.0321)
C (0.3802, 5.7468, 2.8569)
C (-0.0814, 4.4518, 3.4857)
O (0.2455, 3.3499, 2.6384)
P (-0.8569, 2.2707, 2.3319)
O (-0.4773, 1.2876, 1.3181)
O (-1.1996, 1.6375, 3.7292)
C (-2.2003, 0.6115, 3.8080)
C (-1.5262, -0.6424, 4.3691)
O (-2.2039, 3.0405, 2.0064)
C (-2.4218, 3.7525, 0.7839)
C (-3.9220, 3.8687, 0.6076)
H (0.0149, 5.9428, 1.8481)
H (0.0471, 6.6011, 3.4521)
H (1.4682, 5.8342, 2.8560)
H (0.3738, 4.3316, 4.4718)
H (-1.1278, 4.5909, 3.7764)
H (-2.9593, 0.8535, 4.5541)
H (-2.7424, 0.4360, 2.8803)
H (-2.1655, -1.4888, 4.1057)
H (-0.5526, -0.8356, 3.9156)
H (-1.3767, -0.5813, 5.4438)
H (-2.0172, 4.7567, 0.9268)
H (-2.0306, 3.3122, -0.1365)
H (-4.4395, 2.9241, 0.7879)
H (-4.3603, 4.4685, 1.4139)
H (-4.2261, 4.3529, -0.3176)
C (1.6680, -4.7646, 4.6154)
C (1.3559, -4.1780, 3.2648)
O (1.4439, -5.2285, 2.2600)
P (0.9405, -4.9703, 0.8044)
O (0.6367, -3.5676, 0.4665)
O (2.1265, -5.5989, -0.0557)
C (2.3999, -5.0808, -1.3544)
C (3.5727, -5.8307, -1.9671)
O (-0.2541, -5.9817, 0.6725)
C (-0.9865, -6.0954, -0.5710)
C (-2.3664, -6.6383, -0.2453)
H (2.7433, -4.8633, 4.7612)
H (1.2906, -4.1243, 5.4160)
H (1.2401, -5.7427, 4.8390)
H (0.3889, -3.6868, 3.1779)
H (2.1626, -3.4838, 3.0300)
H (1.5392, -5.2850, -2.0049)
H (2.5162, -3.9961, -1.4330)
H (4.5550, -5.4025, -1.7936)
H (3.4726, -6.8933, -1.7533)
H (3.4055, -5.8042, -3.0505)
H (-1.0444, -5.1168, -1.0472)
H (-0.4683, -6.8497, -1.1632)
H (-3.0488, -6.4688, -1.0795)
H (-2.3192, -7.7225, -0.1400)
H (-2.7766, -6.2150, 0.6685)
C (-0.5424, 5.6044, -1.1494)
C (0.5001, 4.4974, -1.1188)
O (0.6723, 3.9193, -2.4388)
P (-0.1304, 2.6309, -2.8475)
O (-0.0281, 1.5280, -1.8743)
O (0.4532, 2.3428, -4.2824)
C (1.8043, 1.9099, -4.4783)
C (1.6999, 0.9104, -5.6292)
O (-1.5896, 3.0991, -3.1847)
C (-2.7240, 2.2300, -3.0187)
C (-3.9283, 3.0793, -2.6121)
H (-1.5667, 5.3391, -1.3943)
H (-0.4528, 6.1024, -0.1810)
H (-0.1907, 6.3206, -1.8952)
H (1.4533, 4.9401, -0.8444)
H (0.2298, 3.6880, -0.4366)
H (2.4381, 2.7573, -4.7352)
H (2.2282, 1.3976, -3.6127)
H (1.1797, 0.0407, -5.2218)
H (1.1618, 1.3319, -6.4731)
H (2.6681, 0.5405, -5.9705)
H (-2.9745, 1.7641, -3.9710)
H (-2.4991, 1.4765, -2.2648)
H (-4.7154, 2.5111, -2.1299)
H (-3.5687, 3.9676, -2.0890)
H (-4.3079, 3.5485, -3.5244)



Record 2
Density functional theory data (ωB97M-V/def2-TZVPD) for a 13-piece molecular cluster, C19H52IN16O26 overall.

Properties
Net charge   -1
Multiplicity   1

Positions of all 114 atoms, in Å:
N (4.2545, 0.1343, -4.0642)
C (5.2994, 1.0476, -4.5547)
N (6.3476, 0.9695, -3.5346)
N (5.8372, 0.5813, -5.8230)
C (4.8317, 2.5065, -4.6552)
C (4.2176, 2.9379, -5.9764)
N (2.7706, 2.5890, -6.0624)
C (1.9157, 3.2430, -5.0632)
C (1.1405, 2.2449, -4.1754)
C (0.7398, 1.0053, -4.9334)
I (-0.3235, -0.3710, -3.6453)
C (4.4546, 4.4479, -6.2344)
O (4.1273, 5.2119, -5.2961)
O (4.8984, 4.7160, -7.3584)
H (4.0340, 0.4071, -3.1142)
H (3.4183, 0.2561, -4.6190)
H (7.2210, 1.2493, -3.9601)
H (6.4218, 0.0075, -3.2269)
H (6.2761, -0.3137, -5.6480)
H (5.1051, 0.4333, -6.5059)
H (5.6841, 3.1475, -4.4597)
H (4.1458, 2.6720, -3.8307)
H (4.6982, 2.4344, -6.8035)
H (2.4852, 2.9357, -6.9683)
H (2.5159, 3.8765, -4.4217)
H (1.1847, 3.8858, -5.5457)
H (1.7309, 1.9654, -3.3072)
H (0.2296, 2.7182, -3.8195)
H (1.5727, 0.4420, -5.3156)
H (0.0502, 1.2149, -5.7399)
C (-2.5348, -0.0291, -0.0023)
N (-1.4805, 0.9357, 0.3965)
O (-1.1514, 1.7836, -0.3996)
O (-0.9941, 0.7870, 1.5028)
H (-2.8463, 0.2026, -1.0132)
H (-2.0991, -1.0176, 0.0577)
H (-3.3525, 0.0827, 0.7014)
C (-2.5058, -2.5544, -7.7224)
N (-2.5348, -2.5074, -6.2344)
O (-3.0692, -1.5579, -5.7100)
O (-2.0090, -3.4328, -5.6520)
H (-3.0045, -1.6705, -8.0997)
H (-1.4634, -2.5840, -8.0231)
H (-3.0151, -3.4632, -8.0262)
C (-3.8984, -4.7642, -0.7755)
N (-2.9078, -3.7257, -0.3894)
O (-2.5962, -2.8833, -1.1968)
O (-2.4598, -3.7742, 0.7437)
H (-4.2023, -4.5818, -1.7986)
H (-3.4161, -5.7286, -0.6675)
H (-4.7347, -4.6810, -0.0908)
C (-3.9786, 4.1076, 0.5485)
N (-4.8011, 3.1641, -0.2537)
O (-4.8233, 2.0011, 0.0945)
O (-5.4028, 3.6078, -1.2083)
H (-3.5209, 3.5485, 1.3499)
H (-3.2371, 4.5370, -0.1189)
H (-4.6443, 4.8739, 0.9313)
C (0.5648, 0.8784, 4.3849)
N (1.1845, 1.4124, 5.6250)
O (0.7355, 2.4358, 6.0959)
O (2.1146, 0.7925, 6.1072)
H (-0.2411, 1.5387, 4.0948)
H (1.3366, 0.8380, 3.6272)
H (0.1964, -0.1180, 4.6123)
C (-1.9051, 4.2786, 5.1965)
N (-2.7472, 3.5496, 4.2098)
O (-3.6507, 4.1496, 3.6605)
O (-2.4851, 2.3849, 4.0073)
H (-2.2720, 5.2944, 5.2705)
H (-1.9945, 3.7508, 6.1402)
H (-0.8769, 4.2465, 4.8484)
C (-5.6340, -7.5323, 2.7317)
N (-6.0061, -7.2358, 1.3206)
O (-7.1545, -6.9399, 1.0820)
O (-5.1163, -7.3059, 0.4971)
H (-6.5200, -7.4275, 3.3447)
H (-5.2457, -8.5453, 2.7560)
H (-4.8625, -6.8237, 3.0162)
C (3.7759, 3.8289, 7.2195)
N (3.0536, 5.0016, 6.6527)
O (3.0169, 6.0238, 7.3072)
O (2.5164, 4.8427, 5.5799)
H (4.1574, 4.1061, 8.1949)
H (3.0578, 3.0159, 7.2825)
H (4.5748, 3.5709, 6.5331)
C (-8.0102, 2.0392, -2.3206)
N (-8.9039, 1.4414, -3.3514)
O (-8.8306, 1.8613, -4.4853)
O (-9.6579, 0.5647, -2.9810)
H (-7.3970, 2.7989, -2.7856)
H (-8.6486, 2.4584, -1.5496)
H (-7.3992, 1.2402, -1.9139)
C (5.9640, 0.2219, 4.2527)
N (5.0810, 1.3690, 3.9140)
O (5.2133, 2.3989, 4.5371)
O (4.2872, 1.1940, 3.0176)
H (6.6194, 0.5239, 5.0596)
H (5.3167, -0.5994, 4.5446)
H (6.5209, -0.0305, 3.3559)
C (0.5929, -3.6405, 1.8227)
N (1.2577, -3.4566, 3.1423)
O (0.6280, -2.9315, 4.0353)
O (2.4006, -3.8551, 3.2485)
H (-0.4123, -3.2479, 1.8862)
H (1.1841, -3.1033, 1.0871)
H (0.5924, -4.7042, 1.6073)
C (2.7210, -5.8959, 6.0975)
N (2.8478, -7.3701, 5.9252)
O (2.9968, -7.8026, 4.8036)
O (2.7881, -8.0458, 6.9315)
H (2.7916, -5.4241, 5.1246)
H (1.7573, -5.7097, 6.5604)
H (3.5243, -5.5776, 6.7539)



Record 3
Density functional theory data (ωB97M-V/def2-TZVPD) for a 3-piece molecular cluster, C19H53BBrN9O5P3 overall in a non-equilibrium geometry.

Properties
Net charge   -1
Multiplicity   1

Positions of all 91 atoms, in Å:
N (3.1413, -1.4771, -0.3841)
C (2.9941, -0.2300, -0.3297)
N (4.0876, 0.6291, 0.0426)
N (1.7632, 0.4266, -0.6052)
C (1.0322, -0.1139, -1.7612)
C (-0.2076, 0.7338, -2.0567)
C (-1.3457, -0.1038, -2.6761)
C (-2.2926, -0.7148, -1.6266)
B (-3.8618, -0.6966, -1.9949)
O (-4.4922, -1.8129, -1.1781)
C (-5.8079, -1.4782, -0.8535)
C (-5.9340, 0.0473, -1.3090)
P (-6.8211, 0.8426, 0.0788)
O (-7.3803, 2.2833, -0.5246)
Br (-8.7307, -0.4026, 0.0766)
O (-4.6563, 0.4814, -1.4962)
H (4.1101, -1.6881, -0.1560)
H (4.2375, 1.3011, -0.7048)
H (3.8543, 1.1489, 0.8809)
H (1.1829, 0.3723, 0.2257)
H (1.6996, -0.0735, -2.6252)
H (0.7791, -1.1691, -1.6231)
H (-0.5689, 1.1242, -1.1024)
H (0.0857, 1.5616, -2.7050)
H (-1.8827, 0.4821, -3.4241)
H (-0.8498, -0.9097, -3.2301)
H (-2.0075, -1.7549, -1.4465)
H (-2.1842, -0.1976, -0.6641)
H (-4.1806, -0.9136, -3.1793)
H (-6.5080, -2.0921, -1.4282)
H (-5.8968, -1.6040, 0.2363)
H (-6.5922, -0.0126, -2.1935)
H (-8.3448, 2.2614, -0.5625)
O (5.0650, 3.7353, -2.2901)
P (5.6016, 5.0436, -1.7936)
N (6.0091, 4.6367, -0.1793)
C (5.9727, 5.5900, 0.9110)
C (7.2246, 3.8282, -0.1056)
N (4.0073, 5.8344, -1.9087)
C (3.2699, 6.2534, -0.7161)
C (3.0361, 5.1023, -2.7377)
N (6.3747, 6.6387, -1.8091)
C (5.6641, 7.9025, -1.7042)
C (7.2681, 6.7083, -2.9922)
H (6.7999, 6.3146, 0.8828)
H (6.0411, 5.0405, 1.8525)
H (5.0379, 6.1386, 0.9438)
H (8.1265, 4.4027, -0.3710)
H (7.1520, 2.9675, -0.7714)
H (7.3644, 3.4495, 0.9074)
H (3.1917, 5.4559, 0.0337)
H (2.2567, 6.5397, -1.0014)
H (3.6763, 7.1457, -0.2419)
H (2.6127, 4.2359, -2.2184)
H (3.4826, 4.7564, -3.6643)
H (2.2233, 5.7822, -3.0030)
H (4.8446, 8.0137, -2.4161)
H (6.3879, 8.6999, -1.8902)
H (5.3108, 8.0681, -0.6905)
H (6.7076, 6.6979, -3.9349)
H (7.9529, 5.8542, -2.9968)
H (7.8781, 7.6112, -2.9656)
O (-1.1374, -5.3338, 3.4465)
P (-2.5487, -5.6357, 3.1127)
N (-2.4390, -6.9970, 2.0832)
C (-3.4973, -7.3999, 1.1792)
C (-1.8998, -8.1582, 2.7771)
N (-3.0095, -4.2257, 2.2292)
C (-3.4650, -4.2918, 0.8360)
C (-2.0113, -3.1458, 2.2836)
N (-4.1146, -5.9518, 3.7931)
C (-5.3024, -5.2079, 3.3955)
C (-4.0094, -5.9506, 5.2706)
H (-4.3569, -7.8542, 1.6972)
H (-3.0982, -8.1406, 0.4818)
H (-3.8572, -6.5761, 0.5769)
H (-2.6011, -8.5615, 3.5273)
H (-0.9655, -7.9043, 3.2775)
H (-1.6881, -8.9577, 2.0649)
H (-2.7876, -4.8684, 0.1959)
H (-3.5434, -3.2881, 0.4194)
H (-4.4775, -4.6887, 0.7333)
H (-1.1635, -3.3336, 1.6164)
H (-1.6287, -3.0080, 3.2911)
H (-2.4920, -2.2138, 1.9830)
H (-5.1858, -4.1239, 3.4525)
H (-6.1162, -5.4996, 4.0632)
H (-5.6285, -5.4980, 2.3984)
H (-3.7629, -4.9579, 5.6684)
H (-3.2299, -6.6458, 5.5933)
H (-4.9446, -6.2795, 5.7241)



Orbital gap readings, ordered: 3.9; 4.8; 5.8 eV